Entry 1:
Entry from the OMol25 dataset: a molecular structure, C62H60AsN4O5PZr at a distorted geometry (wB97M-V/def2-TZVPD).

Positions of all 134 atoms, in Å:
Zr (0.87285, -1.23954, 0.49873)
C (1.66803, 2.52519, 4.67341)
O (2.07755, 1.50059, 3.77041)
C (2.07229, 0.22140, 4.23625)
C (2.56517, -0.16712, 5.46600)
C (2.56864, -1.51338, 5.83166)
C (2.07584, -2.46307, 4.97232)
C (1.56115, -2.10223, 3.71602)
C (0.94679, -3.12042, 2.89955)
N (0.40758, -2.85629, 1.75740)
N (-0.32395, -3.83462, 1.11083)
C (-0.74456, -3.45290, -0.06214)
O (-0.36470, -2.30329, -0.60631)
C (-1.72135, -4.30159, -0.75491)
C (-2.34928, -3.83407, -1.90815)
C (-3.31684, -4.59931, -2.53499)
C (-3.66418, -5.83750, -2.01429)
C (-3.03849, -6.31020, -0.86699)
C (-2.07002, -5.55046, -0.23740)
C (1.57550, -0.74096, 3.33047)
O (1.13546, -0.31145, 2.14693)
H (1.96302, 3.47000, 4.22572)
H (0.58285, 2.50765, 4.80062)
H (2.13900, 2.43697, 5.65183)
H (2.96644, 0.57202, 6.14623)
H (2.95926, -1.79907, 6.79854)
H (2.06316, -3.50553, 5.26460)
H (0.86382, -4.12769, 3.30236)
H (-2.07975, -2.86031, -2.29560)
H (-3.80468, -4.23452, -3.42925)
H (-4.41842, -6.43964, -2.50296)
H (-3.31600, -7.27474, -0.46399)
H (-1.57978, -5.90931, 0.65569)
C (7.02189, -0.32022, -0.24388)
N (5.75130, -0.93840, -0.57900)
N (4.91595, -1.47835, 0.37093)
C (3.71726, -1.78453, -0.22262)
O (2.67269, -2.23935, 0.39674)
C (3.87312, -1.47980, -1.58507)
C (5.11988, -0.92577, -1.75700)
C (5.71500, -0.31440, -2.97301)
C (5.47773, -1.91378, 1.61428)
C (6.54057, -2.81148, 1.56090)
C (7.17838, -3.17993, 2.73123)
C (6.75489, -2.65920, 3.94553)
C (5.68407, -1.78000, 3.98714)
C (5.03727, -1.39917, 2.81921)
H (7.09217, -0.21311, 0.83379)
H (7.08175, 0.66300, -0.70707)
H (7.86259, -0.92511, -0.58265)
H (3.14478, -1.65959, -2.35042)
H (5.08742, -0.52134, -3.83659)
H (6.71831, -0.69470, -3.16553)
H (5.78720, 0.76931, -2.85292)
H (6.86438, -3.21377, 0.60889)
H (8.01555, -3.86341, 2.69275)
H (7.25975, -2.93820, 4.86022)
H (5.35870, -1.36507, 4.92807)
H (4.21814, -0.69677, 2.83867)
C (3.55706, 1.01217, -7.24279)
C (3.08865, 0.97482, -5.82494)
C (3.21759, 2.09710, -5.00691)
C (2.83345, 2.08704, -3.68429)
C (3.00695, 3.35963, -2.89534)
C (2.28928, 0.89392, -3.12091)
C (1.97776, 0.97877, -1.72910)
O (1.67036, 0.07338, -0.92421)
C (2.11549, -0.25069, -3.96205)
C (1.47319, -1.55393, -3.56537)
C (2.52769, -0.17593, -5.28010)
H (3.76041, 2.03078, -7.56498)
H (2.82671, 0.56243, -7.91496)
H (4.48005, 0.43543, -7.33801)
H (3.62245, 3.00610, -5.43431)
H (3.56259, 4.07753, -3.49371)
H (3.55843, 3.20970, -1.96726)
H (2.04009, 3.80952, -2.65862)
H (2.10973, 1.97189, -1.29304)
H (1.08038, -1.56636, -2.56544)
H (2.17205, -2.38469, -3.69259)
H (0.65627, -1.75213, -4.25706)
H (2.39340, -1.04449, -5.91560)
C (-1.85934, 2.31880, 1.09113)
C (-3.17086, 2.66579, 0.41511)
As (-4.15269, 4.20369, 1.21230)
C (-5.72770, 4.02428, 0.05563)
C (-6.94146, 4.49602, 0.55306)
C (-8.09725, 4.42726, -0.20675)
C (-8.05773, 3.88746, -1.48507)
C (-6.85546, 3.42489, -1.99494)
C (-5.69705, 3.49983, -1.23271)
C (-4.89055, 3.22386, 2.74100)
C (-5.60823, 2.04254, 2.56919)
C (-6.13224, 1.37335, 3.66287)
C (-5.94834, 1.88405, 4.94170)
C (-5.24342, 3.06360, 5.12225)
C (-4.71452, 3.73002, 4.02469)
P (-1.01369, 0.84204, 0.29889)
C (-2.31965, -0.40707, 0.66208)
C (-2.12665, -1.11061, 1.85590)
C (-3.03544, -2.07772, 2.26045)
C (-4.14497, -2.35362, 1.47797)
C (-4.36699, -1.63075, 0.31486)
C (-3.46612, -0.65777, -0.09046)
C (-1.18659, 1.30619, -1.46902)
C (-0.76615, 2.58919, -1.83956)
C (-0.86204, 3.01800, -3.15325)
C (-1.36400, 2.16598, -4.12545)
C (-1.73696, 0.87722, -3.77759)
C (-1.63983, 0.44388, -2.46129)
H (-2.01561, 2.04576, 2.13736)
H (-1.16217, 3.15985, 1.07646)
H (-3.84478, 1.81121, 0.43519)
H (-3.00026, 2.94515, -0.62075)
H (-6.98054, 4.91381, 1.55331)
H (-9.03015, 4.79740, 0.19742)
H (-8.95834, 3.83440, -2.08204)
H (-6.81378, 3.00740, -2.99318)
H (-4.77029, 3.14368, -1.66673)
H (-5.78131, 1.65597, 1.57007)
H (-6.69746, 0.46154, 3.51703)
H (-6.36719, 1.36712, 5.79510)
H (-5.11404, 3.47145, 6.11621)
H (-4.17069, 4.65834, 4.15894)
H (-1.28810, -0.86149, 2.49796)
H (-2.88560, -2.60877, 3.19151)
H (-4.84854, -3.11875, 1.77754)
H (-5.25167, -1.81841, -0.27956)
H (-3.66283, -0.10049, -0.99590)
H (-0.40193, 3.28179, -1.08719)
H (-0.56527, 4.02556, -3.41626)
H (-1.46257, 2.50522, -5.14813)
H (-2.11958, 0.20448, -4.53548)
H (-1.92459, -0.56604, -2.20135)

Force components x, y, z for each atom (eV/Å):
Zr 0.887 2.205 -1.514
C -0.066 0.113 0.108
O 0.090 -0.037 0.065
C -0.218 0.003 -0.356
C 0.032 -0.071 0.000
C 0.038 0.066 0.076
C -0.103 -0.176 -0.026
C 0.132 0.385 -0.144
C -0.369 0.038 0.061
N -0.080 -1.027 0.419
N -0.400 -0.565 -0.057
C -0.134 -0.677 0.820
O -0.820 -0.861 -0.402
C -0.027 -0.020 -0.293
C 0.127 0.099 0.087
C -0.057 -0.043 -0.062
C 0.032 0.022 -0.004
C -0.039 -0.029 -0.006
C 0.028 0.038 0.018
C 0.228 0.001 0.895
O 0.346 0.096 1.872
H 0.007 -0.021 -0.013
H 0.018 -0.052 -0.009
H 0.048 0.019 -0.046
H -0.029 0.005 -0.004
H -0.015 -0.027 -0.005
H -0.010 -0.008 -0.019
H -0.076 -0.016 -0.065
H -0.007 -0.017 -0.038
H 0.010 0.017 0.005
H -0.012 0.014 -0.004
H 0.035 -0.007 0.010
H -0.006 -0.004 0.014
C 0.244 0.056 0.089
N -0.069 -0.137 -0.002
N -0.458 0.073 0.209
C 0.924 0.130 -0.768
O 0.841 0.219 -0.022
C -0.084 -0.306 0.218
C -0.050 -0.101 -0.024
C 0.129 0.027 0.026
C 0.199 -0.237 0.144
C -0.137 -0.043 -0.038
C 0.077 -0.035 -0.041
C -0.069 0.024 0.045
C -0.031 0.003 -0.009
C 0.006 0.065 -0.104
H -0.022 0.067 -0.006
H -0.071 -0.008 0.007
H -0.069 -0.054 -0.018
H 0.334 0.083 0.366
H -0.014 0.002 0.010
H -0.004 -0.016 -0.006
H 0.003 0.002 -0.033
H -0.008 0.008 -0.012
H -0.023 -0.027 0.005
H 0.011 0.002 -0.003
H -0.044 0.008 0.080
H -0.046 0.106 0.037
C 0.015 -0.033 -0.030
C 0.009 0.159 0.156
C 0.037 -0.014 -0.165
C -0.094 -0.003 0.137
C 0.061 0.052 -0.098
C -0.169 -0.204 -0.293
C 0.224 0.044 0.065
O 0.247 0.350 -1.101
C -0.018 0.192 -0.019
C -0.228 0.085 -0.383
C -0.009 -0.028 0.054
H -0.004 -0.012 -0.038
H -0.009 0.002 0.007
H 0.003 0.003 -0.030
H 0.035 0.006 0.037
H -0.009 0.040 0.028
H 0.011 0.071 -0.010
H 0.016 -0.025 0.063
H -0.102 -0.096 0.061
H -0.189 -0.057 0.243
H -0.099 0.014 -0.041
H -0.139 -0.004 0.013
H -0.013 -0.010 0.008
C 0.540 0.138 0.228
C -0.062 0.009 -0.006
As -0.002 -0.251 0.021
C -0.034 0.060 -0.011
C 0.102 0.017 0.096
C -0.026 0.017 -0.007
C 0.004 -0.015 -0.013
C -0.045 0.017 -0.035
C 0.144 -0.019 0.032
C 0.039 0.044 -0.029
C 0.020 -0.026 -0.040
C 0.012 -0.026 -0.028
C 0.000 0.001 0.046
C -0.009 -0.023 0.070
C 0.073 0.050 -0.161
P -1.781 0.156 -0.520
C 0.124 0.126 0.063
C -0.167 0.193 -0.068
C -0.052 -0.045 0.060
C -0.020 -0.021 0.042
C 0.021 0.076 -0.074
C 0.048 -0.101 -0.064
C 0.269 0.007 0.098
C -0.044 -0.032 0.101
C 0.039 0.061 -0.008
C 0.049 -0.041 -0.061
C 0.006 -0.100 -0.102
C 0.124 -0.047 0.036
H 0.063 -0.022 0.032
H -0.008 0.012 0.073
H -0.050 0.025 -0.061
H 0.013 -0.028 -0.068
H -0.059 -0.006 -0.004
H 0.000 0.001 0.008
H -0.006 -0.006 0.007
H -0.004 0.013 0.001
H -0.018 -0.013 0.001
H -0.028 -0.014 0.017
H -0.001 -0.002 0.011
H -0.004 0.006 0.007
H 0.005 0.000 0.004
H -0.015 -0.002 0.058
H 0.008 -0.043 0.037
H 0.042 -0.012 -0.013
H 0.006 0.001 0.035
H 0.005 -0.014 -0.006
H -0.030 0.015 0.026
H -0.013 -0.002 0.003
H -0.007 0.007 0.012
H -0.002 -0.008 0.003
H 0.003 0.002 0.016
H -0.010 -0.046 -0.052

For the LUMO energy, the calculation gives -5.91 eV. Its spin multiplicity is 1. The value obtained for the energy relative to the best compared isomer or geometry (same formula, charge and spin) is 0.0 kJ/mol. As for the largest force on an atom: 0.0548 hartree/bohr. The calculation puts the electronic energy at -152864.5552 eV. As for the gap between HOMO and LUMO: 5.784 eV. As for the total charge: +2.

Results of the Mulliken charge analysis, in e, for atoms 1 through 99: 0.853 -0.932 -0.230 0.824 -0.488 -1.151 -1.122 1.446 -0.701 0.951 -1.294 0.140 0.618 0.213 -0.092 -0.978 -0.445 -0.830 -0.426 -0.149 -0.153 0.285 0.347 0.320 0.403 0.438 0.480 0.532 0.271 0.430 0.432 0.440 0.487 -1.043 0.009 1.020 0.752 -1.004 0.053 -0.055 -1.712 -0.786 0.398 -0.859 -0.564 -0.649 -0.297 0.365 0.423 0.357 0.189 0.216 0.511 0.354 0.560 0.435 0.444 0.456 0.635 -1.629 0.562 -0.855 -0.094 -1.721 3.453 -0.632 -1.084 0.771 -1.786 -1.192 0.420 0.376 0.320 0.418 0.508 0.354 0.252 0.299 -0.332 0.415 0.705 0.551 -1.622 0.306 0.256 0.071 -0.369 -0.653 -0.452 -0.738 0.112 0.271 0.119 -0.794 -0.473 -0.559 -0.614 0.965 1.692

***

Entry 2:
Entry from the OMol25 dataset: 2 unconnected molecules or ions with the total composition C3H6O at a distorted geometry (wB97M-V/def2-TZVPD).

Positions of all 10 atoms, in Å:
C (0.28119, 0.18861, 0.23345)
C (-0.01367, -1.20980, 0.52767)
C (-0.41221, 1.03236, -0.68523)
O (1.83278, 0.99721, 1.11327)
H (0.66594, -1.83329, -0.05096)
H (0.11883, -1.41677, 1.50512)
H (-1.06660, -1.53086, 0.14305)
H (-1.43002, 0.85858, -0.69923)
H (0.14989, 0.87938, -1.65972)
H (-0.12614, 2.03457, -0.42742)

Force components x, y, z for each atom (eV/Å):
C 6.041 1.975 3.589
C -2.318 0.369 -3.858
C 3.034 0.662 -0.598
O -5.939 -3.144 -3.346
H 0.409 0.028 -0.048
H 0.484 -0.753 3.289
H 1.576 0.668 0.803
H -2.163 -0.407 -0.542
H -0.905 -0.117 0.636
H -0.220 0.718 0.075

For the LUMO energy (alpha / beta), the calculation gives -0.95 / -1.00 eV. Its spin multiplicity is 1. The value obtained for the energy relative to the best compared isomer or geometry (same formula, charge and spin) is 631.0 kJ/mol. As for the largest force on an atom: 0.1460 hartree/bohr. The calculation puts the electronic energy at -5249.1548 eV. As for the gap between HOMO and LUMO (alpha / beta): 8.003 / 7.839 eV.

Mulliken analysis output, partial charges in e: 0.548 -0.941 -0.916 -0.585 0.279 0.352 0.277 0.385 0.269 0.332